Model w:
C5H10N | wB97M-V/def2-TZVPD

Properties
SMILES: C[C@H]1C=C[N@@H+]1C
Orbital gap (eV): 11.83
Net charge: +1
E_HOMO (eV): -15.2

XYZ file:
```
16
C5H10N (wB97M-V/def2-TZVPD)
N -0.040 0.662 0.110
C -1.235 0.279 0.945
C 1.414 -1.407 0.237
C -1.079 -0.999 0.612
C -0.336 1.736 -0.914
C 0.076 -0.892 -0.204
H -0.159 2.766 -0.422
H 0.185 1.620 -1.891
H 1.493 -2.511 0.156
H -1.978 0.945 1.296
H 1.647 -1.150 1.276
H 2.159 -1.030 -0.355
H -1.417 -1.937 1.045
H -1.346 1.678 -1.240
H 0.755 1.087 0.570
H -0.140 -0.845 -1.221
```

=====

Model x:
C5H10N | wB97M-V/def2-TZVPD

Properties
SMILES: C=C/C(C)=C/[NH3+]
Orbital gap (eV): 9.58
Net charge: +1
E_HOMO (eV): -13.5

XYZ file:
```
16
C5H10N (wB97M-V/def2-TZVPD)
N 2.226 0.315 -0.011
C -0.128 -0.311 -0.219
C -2.556 -0.673 -0.659
C -0.416 0.733 0.808
C 1.174 -0.406 -0.677
C -1.313 -1.083 -0.696
H 0.207 0.580 1.778
H 1.910 0.710 0.864
H -0.319 1.790 0.615
H -1.591 0.759 0.979
H -2.756 0.334 -0.217
H -3.389 -1.147 -0.972
H -1.196 -2.091 -1.231
H 2.703 1.023 -0.762
H 1.345 -1.158 -1.482
H 2.957 -0.287 0.246
```

=====

Which is most stable? The ranking, best first, is model w, model x.

=====

Model w:
C3H9N2 | wB97M-V/def2-TZVPD

Properties
SMILES: CC/[NH+]=C/N
Orbital gap (eV): 10.94
Net charge: +1
E_HOMO (eV): -15.5

XYZ file:
```
14
C3H9N2 (wB97M-V/def2-TZVPD)
N -0.886 -2.068 1.405
N -0.064 -0.316 0.094
C 0.353 1.328 -1.631
C 0.494 1.039 -0.139
C -0.267 -0.887 1.274
H 0.846 0.527 -2.192
H -0.058 1.728 0.499
H -1.533 -2.086 2.183
H -0.028 -0.190 2.076
H 0.223 -0.993 -0.616
H -0.628 -2.680 0.656
H -0.719 1.264 -1.809
H 0.731 2.282 -1.981
H 1.537 1.051 0.182
```

=====

Model x:
C3H9N2 | wB97M-V/def2-TZVPD

Properties
Orbital gap (eV): 9.09
Net charge: +1
E_HOMO (eV): -13.9

XYZ file:
```
14
C3H9N2 (wB97M-V/def2-TZVPD)
N 1.352 -0.639 -0.964
N 0.064 1.374 -0.188
C -0.553 0.442 0.808
C -1.850 0.350 1.205
C 0.967 -1.834 -0.842
H 0.821 2.047 0.138
H 0.675 0.530 -0.861
H -0.616 1.815 -0.746
H -2.095 0.223 2.176
H 1.033 -2.636 -1.591
H 2.405 -0.318 -1.006
H -2.693 0.695 0.487
H 0.234 -2.103 -0.018
H 0.257 0.054 1.400
```

=====

Model y:
C3H9N2 | wB97M-V/def2-TZVPD

Properties
SMILES: C=C[NH2+]CN
Orbital gap (eV): 11.29
Net charge: +1
E_HOMO (eV): -14.6

XYZ file:
```
14
C3H9N2 (wB97M-V/def2-TZVPD)
N 0.218 -0.217 -0.224
N -2.249 -0.414 -0.718
C 2.458 -0.052 0.743
C -1.268 0.194 0.094
C 1.305 0.539 0.519
H -2.671 0.074 -1.514
H 1.180 1.744 0.637
H -2.701 -1.275 -0.535
H 2.587 -0.988 0.070
H 0.425 -0.098 -1.256
H 0.060 -1.269 -0.020
H -1.212 1.326 -0.007
H 3.302 0.476 1.071
H -1.433 -0.040 1.140
```

=====

Which is most stable? The ranking, best first, is model w, model y, model x.

=====

Model w:
C3H9N2 | wB97M-V/def2-TZVPD

Properties
SMILES: C[NH+]1CNC1
Orbital gap (eV): 10.86
Net charge: +1
E_HOMO (eV): -14.4

XYZ file:
```
14
C3H9N2 (wB97M-V/def2-TZVPD)
N 1.384 -1.152 0.211
N -0.382 -0.019 0.279
C 1.074 0.083 0.800
C 0.191 -1.281 -0.617
C -0.929 1.092 -0.428
H -0.858 2.061 0.301
H -0.893 -0.147 1.173
H 0.157 -0.961 -1.690
H 1.771 -1.921 0.714
H -0.550 -2.107 -0.530
H -1.927 0.997 -0.734
H 1.538 0.959 0.392
H -0.231 1.090 -1.345
H 1.029 0.121 1.892
```

=====

Model x:
C3H9N2 | wB97M-V/def2-TZVPD

Properties
SMILES: C/C([NH3+])=C\N
Orbital gap (eV): 9.14
Net charge: +1
E_HOMO (eV): -12.7

XYZ file:
```
14
C3H9N2 (wB97M-V/def2-TZVPD)
N -1.084 -0.918 -0.986
N 1.711 1.292 0.001
C -0.122 -0.207 -0.101
C -0.464 -0.348 1.328
C 0.806 0.568 -0.683
H -0.373 -1.418 1.550
H 0.200 0.110 2.066
H -1.417 0.051 1.696
H 2.280 1.989 -0.459
H -1.749 -0.236 -1.374
H 1.689 1.462 1.005
H -0.648 -1.392 -1.780
H -1.750 -1.537 -0.503
H 0.920 0.585 -1.759
```

=====

Model y:
C3H9N2 | wB97M-V/def2-TZVPD

Properties
Orbital gap (eV): 8.45
Net charge: +1
E_HOMO (eV): -13.7

XYZ file:
```
14
C3H9N2 (wB97M-V/def2-TZVPD)
N -0.894 -0.434 -0.630
N 2.512 0.510 0.177
C 1.745 -0.481 -0.147
C -1.937 -0.508 0.372
C -1.374 0.802 0.014
H 1.854 -1.176 -1.009
H -3.024 -0.467 0.309
H -1.624 -0.817 1.376
H -1.820 1.484 -0.701
H -0.906 -0.611 -1.606
H 3.338 0.722 -0.353
H 2.421 0.843 1.103
H 0.765 -0.578 0.319
H -0.600 1.312 0.667
```

=====

Which is most stable? The ranking, best first, is model x, model w, model y.

=====

Model w:
C3H9N2 | wB97M-V/def2-TZVPD

Properties
Orbital gap (eV): 10.18
Net charge: +1
E_HOMO (eV): -14.8

XYZ file:
```
14
C3H9N2 (wB97M-V/def2-TZVPD)
N 0.757 -1.331 0.408
N -1.669 -0.077 0.282
C 0.789 -0.397 -0.609
C -0.704 0.944 0.247
C 1.214 0.887 -0.397
H -0.393 1.246 1.229
H 1.272 1.649 -1.158
H -1.932 -0.382 -0.651
H -2.517 0.306 0.690
H 1.617 1.095 0.583
H 0.695 -0.769 -1.627
H 0.996 -2.253 0.069
H -0.156 -1.395 0.887
H -0.856 1.741 -0.463
```

=====

Model x:
C3H9N2 | wB97M-V/def2-TZVPD

Properties
SMILES: CC/[NH+]=C/N
Orbital gap (eV): 10.97
Net charge: +1
E_HOMO (eV): -15.2

XYZ file:
```
14
C3H9N2 (wB97M-V/def2-TZVPD)
N 0.496 0.162 -0.430
N 0.516 2.048 0.988
C 0.170 0.695 0.765
C -1.252 -1.489 -0.738
C 0.245 -1.365 -0.536
H -1.628 -1.372 -1.687
H 0.900 -1.778 -1.248
H -1.951 -0.766 -0.327
H 0.849 0.699 -1.183
H 0.120 2.381 1.845
H -1.534 -2.452 -0.308
H 0.875 2.600 0.108
H -0.197 0.083 1.514
H 0.508 -1.916 0.428
```

=====

Model y:
C3H9N2 | wB97M-V/def2-TZVPD

Properties
Orbital gap (spin up / spin down) (eV): 7.48 / 7.48
Net charge: +1
E_HOMO (spin up / spin down) (eV): -12.1 / -12.1

XYZ file:
```
14
C3H9N2 (wB97M-V/def2-TZVPD)
N -1.662 0.368 -0.108
N 1.291 0.202 0.383
C 1.098 -1.021 -0.215
C -1.570 -0.903 0.216
C 0.991 1.421 0.056
H 0.582 -1.132 -1.164
H 1.858 -1.731 0.127
H 1.950 0.134 1.132
H -1.730 -1.077 1.246
H 1.402 2.341 0.359
H -1.519 1.185 0.410
H -1.546 0.391 -1.132
H -1.596 -1.789 -0.450
H 0.451 1.612 -0.860
```

=====

Which is most stable? The ranking, best first, is model x, model w, model y.